This record from the Open Molecules 2025 dataset describes 3 unconnected molecules or ions with the total composition C3H12N2O2. The level of theory is ωB97M-V with the def2-TZVPD basis set.

Each atom is followed by the atoms it is bonded to, with distances in Å.
Element x y z (Å)
1 C 0.64082 -0.14283 -2.21831  O4 1.346, O5 1.343
2 C 0.54677 -0.64104 2.28517  N3 1.457, H10 1.099, H11 1.091, H12 1.091
3 N 0.08086 -1.39976 1.13170  C2 1.457, H8 1.015, H16 1.016
4 O 0.90553 -1.42200 -1.89516  C1 1.346, H6 0.964
5 O 1.59382 0.60829 -1.64332  C1 1.343, H7 0.967
6 H 0.23473 -1.98963 -2.29069  O4 0.964
7 H 1.46019 1.53549 -1.88506  O5 0.967
8 H -0.23304 -2.32252 1.41664  N3 1.015
9 H -0.86185 0.27024 -1.70015  N14 1.106
10 H 1.35587 -1.12814 2.84743  C2 1.099
11 H -0.29273 -0.48072 2.96381  C2 1.091
12 H 0.90456 0.32989 1.93966  C2 1.091
13 C -1.17640 1.76179 -0.24415  N14 1.449, H17 1.092, H18 1.092, H19 1.103
14 N -1.45899 0.44881 -0.78706  H9 1.106, C13 1.449, H15 1.022
15 H -1.18597 -0.25977 -0.10299  N14 1.022
16 H 0.84069 -1.52966 0.46984  N3 1.016
17 H -1.47666 2.52497 -0.96528  C13 1.092
18 H -1.76117 1.90748 0.66591  C13 1.092
19 H -0.11703 1.92911 0.01201  C13 1.103

As for the lowest unoccupied orbital energy: 0.76 eV. For the total energy, the calculation gives -10378.3064 eV. For the strongest force on any atom, the calculation gives 2.779 eV/A. Its spin multiplicity is 1. As for the charge: 0. The energy relative to the best compared isomer or geometry (same formula, charge and spin) is 312.9 kJ/mol. The calculation puts the orbital gap at 8.90 eV.

---

This record from the Open Molecules 2025 dataset describes 10 unconnected molecules or ions with the total composition H21O10. The level of theory is ωB97M-V with the def2-TZVPD basis set.

Each atom is followed by the atoms it is bonded to, with distances in Å.
Element x y z (Å)
1 O 2.86448 -1.09622 -1.81257  H2 0.994, H8 1.042
2 H 3.15695 -1.03928 -0.86446  O1 0.994
3 H 1.48227 -0.45404 -1.93274  O4 1.170
4 O 0.38882 -0.39652 -2.34399  H3 1.170, H24 0.952, H26 1.138
5 H -2.31150 1.27546 1.81149  O19 0.999
6 H -2.16769 -0.79960 1.99481  O7 0.923
7 O -2.79271 -0.79492 2.67334  H6 0.923, H9 0.918
8 H 3.70866 -0.57132 -2.12466  O1 1.042
9 H -2.47578 -1.28251 3.38328  O7 0.918
10 O -1.92841 1.33612 -2.22840  H11 0.827, H12 0.992
11 H -2.39377 1.55511 -2.87648  O10 0.827
12 H -2.12671 2.23544 -1.85993  O10 0.992
13 O -1.62621 -0.80960 -0.77848  H15 0.973, H18 0.966
14 H 3.21096 2.25232 -0.43878  O27 0.982
15 H -2.41078 -0.39120 -1.17398  O13 0.973
16 O 0.59371 -3.42267 0.33409  H17 0.957, H20 1.045
17 H 0.80952 -3.54022 1.25946  O16 0.957
18 H -1.29809 -0.08059 -0.23612  O13 0.966
19 O -1.66456 1.45689 1.07262  H5 0.999, H21 0.893
20 H 0.12842 -4.30337 0.01904  O16 1.045
21 H -0.92440 1.87715 1.34436  O19 0.893
22 O 0.91100 0.57586 0.40796  H23 1.023, H29 0.981
23 H 1.62581 1.02657 0.98377  O22 1.023
24 H 0.30133 -1.01524 -3.06260  O4 0.952
25 O 0.49591 0.95270 3.79285  H30 0.987, H31 0.969
26 H -0.49267 -0.58155 -1.64895  O4 1.138
27 O 2.61849 1.88636 -1.13095  H14 0.982, H28 0.960
28 H 2.82375 2.62350 -1.71080  O27 0.960
29 H 0.57247 1.38278 -0.03503  O22 0.981
30 H 0.02087 0.87336 2.93110  O25 0.987
31 H -0.12376 1.45309 4.34551  O25 0.969

As for the lowest unoccupied orbital energy: -3.03 eV. For the total energy, the calculation gives -20807.5551 eV. For the strongest force on any atom, the calculation gives 12.198 eV/A. Its spin multiplicity is 1. As for the charge: +1. The energy relative to the best compared isomer or geometry (same formula, charge and spin) is 315.8 kJ/mol. The calculation puts the orbital gap at 10.98 eV.

---

This record from the Open Molecules 2025 dataset describes a single C22H21NO4S molecule. The level of theory is ωB97M-V with the def2-TZVPD basis set.

Each atom is followed by the atoms it is bonded to, with distances in Å.
Element x y z (Å)
1 C -1.62582 -5.02328 -1.55969  C2 1.601, H29 1.115, H30 1.079, H31 1.048
2 C -0.97595 -5.88762 -0.37875  C1 1.601, C3 1.473, H32 1.127, H33 1.114
3 C -1.01629 -5.17113 0.90750  C2 1.473, N4 1.482, H34 1.133, H35 1.107
4 N 0.06828 -4.16360 0.98285  C3 1.482, C5 1.453, H36 1.040
5 C -0.14270 -2.72953 1.08530  N4 1.453, C6 1.345, C27 1.532
6 C 0.56123 -1.99423 0.20685  C5 1.345, C7 1.546, C8 1.517
7 C 1.49444 -2.72020 -0.78941  C6 1.546, H37 1.055, H38 1.140, H39 1.114
8 C 0.22809 -0.52567 0.02062  C6 1.517, O9 1.256, C10 1.505
9 O 0.67868 0.01160 -1.02084  C8 1.256
10 C -0.82323 0.08476 0.90827  C8 1.505, C11 1.450, C26 1.403
11 C -1.41830 1.38409 0.66249  C10 1.450, C12 1.481, C23 1.432
12 C -1.09110 2.33171 -0.42708  C11 1.481, C13 1.457, H40 1.049
13 C -1.06347 3.77225 -0.21327  C12 1.457, S14 1.846, H41 1.152
14 S -0.31930 4.95770 -1.41691  C13 1.846, O15 1.516, O16 1.432, C17 1.831
15 O -0.76979 4.53518 -2.80168  S14 1.516
16 O -0.70345 6.27887 -1.01971  S14 1.432
17 C 1.45863 4.62558 -1.13270  S14 1.831, C18 1.355, C22 1.408
18 C 2.16670 5.68638 -0.67460  C17 1.355, C19 1.393, H42 1.107
19 C 3.55472 5.63228 -0.57192  C18 1.393, C20 1.451, H43 1.079
20 C 4.37392 4.46594 -0.84161  C19 1.451, C21 1.428, H44 1.137
21 C 3.60251 3.35968 -1.31119  C20 1.428, C22 1.471, H45 1.161
22 C 2.14018 3.43412 -1.44689  C17 1.408, C21 1.471, H46 1.056
23 C -2.48732 1.84849 1.49434  C11 1.432, C24 1.372, H47 1.036
24 C -2.94977 1.05653 2.51490  C23 1.372, C25 1.369, H48 1.080
25 C -2.41842 -0.14705 2.89383  C24 1.369, C26 1.443, H49 1.123
26 C -1.44229 -0.62800 1.94641  C10 1.403, C25 1.443, C27 1.471
27 C -1.01452 -2.02333 2.12865  C5 1.532, C26 1.471, O28 1.198
28 O -1.61125 -2.77422 2.84566  C27 1.198
29 H -1.00605 -4.13013 -1.80958  C1 1.115
30 H -1.66905 -5.68719 -2.40860  C1 1.079
31 H -2.61869 -4.71672 -1.42192  C1 1.048
32 H 0.05306 -6.26273 -0.64450  C2 1.127
33 H -1.58114 -6.79161 -0.13864  C2 1.114
34 H -2.06150 -4.76347 1.06818  C3 1.133
35 H -0.69316 -5.89349 1.68149  C3 1.107
36 H 0.97061 -4.65496 1.14199  N4 1.040
37 H 2.37701 -2.99293 -0.28022  C7 1.055
38 H 1.80480 -2.02260 -1.63612  C7 1.140
39 H 1.05048 -3.61317 -1.28505  C7 1.114
40 H -0.61264 1.86060 -1.23350  C12 1.049
41 H -1.69720 4.06592 0.70283  C13 1.152
42 H 1.69057 6.67373 -0.52108  C18 1.107
43 H 4.09568 6.48298 -0.18835  C19 1.079
44 H 5.49488 4.33531 -0.70571  C20 1.137
45 H 4.08363 2.39726 -1.74785  C21 1.161
46 H 1.51858 2.66300 -1.81314  C22 1.056
47 H -3.04717 2.71819 1.43520  C23 1.036
48 H -3.77742 1.44123 3.09236  C24 1.080
49 H -2.82973 -0.78649 3.72077  C25 1.123

As for the lowest unoccupied orbital energy: -1.33 eV. For the total energy, the calculation gives -43664.7495 eV. Its SMILES is CCCNC1=C(C)C(=O)c2c(/C=C/S(=O)(=O)c3ccccc3)cccc2C1=O. For the strongest force on any atom, the calculation gives 4.990 eV/A. Its spin multiplicity is 1. As for the charge: 0. The energy relative to the best compared isomer or geometry (same formula, charge and spin) is 588.2 kJ/mol. The calculation puts the orbital gap at 7.35 eV.

---

This record from the Open Molecules 2025 dataset describes a single C5H5Cl molecule. The level of theory is ωB97M-V with the def2-TZVPD basis set.

Each atom is followed by the atoms it is bonded to, with distances in Å.
Element x y z (Å)
1 C 0.93972 1.10143 -0.74205  C2 1.442, C5 1.366, H7 1.125
2 C 1.05065 2.50978 -0.45241  C1 1.442, Cl6 1.615
3 C -0.94252 -1.87541 0.57040  C4 1.323, H8 1.122, H9 1.145
4 C -0.53245 -0.93295 -0.26243  C3 1.323, C5 1.445, H10 1.146
5 C 0.12308 0.32188 0.02736  C1 1.366, C4 1.445, H11 1.202
6 Cl 1.15742 3.13935 1.03087  C2 1.615
7 H 1.19683 0.86588 -1.81146  C1 1.125
8 H -1.41429 -2.82759 0.21109  C3 1.122
9 H -0.91135 -1.84526 1.71452  C3 1.145
10 H -0.46158 -1.29917 -1.34575  C4 1.146
11 H -0.20551 0.84207 1.05984  C5 1.202

As for the lowest unoccupied orbital energy (alpha / beta): -0.82 / -0.94 eV. For the total energy, the calculation gives -17783.5177 eV. For the strongest force on any atom, the calculation gives 3.338 eV/A. Its spin multiplicity is 1. As for the charge: 0. The energy relative to the best compared isomer or geometry (same formula, charge and spin) is 390.0 kJ/mol. The calculation puts the orbital gap (alpha / beta) at 6.94 / 7.25 eV.